The molecule C2H4N4O, computed with ωB97M-V/def2-TZVPD.

Calculated values
- Electronic energy: -372.80045 Ha
- SMILES string: Cn1nnnc1O
- ΔE to the lowest compared entry with this formula, charge and spin: 62.67 kcal/mol
- LUMO energy: 0.29 eV
- Gap between HOMO and LUMO: 10.6326 eV
- Total charge: 0
- Strongest force on any atom: 0.10257 hartree/bohr

XYZ file:
```
11
C2H4N4O, DFT ωB97M-V/def2-TZVPD
C -1.0832 -1.1028 0.0274
N 0.2143 -0.4694 -0.1644
N 1.4864 -1.0941 -0.1011
N 2.3425 -0.1440 -0.0298
N 1.6788 1.1555 0.1082
C 0.4191 0.8920 -0.0769
O -0.6048 1.6493 -0.0685
H -1.8136 -0.2732 -0.3306
H -1.2480 -1.2202 1.1101
H -1.0223 -2.0561 -0.3281
H -0.3692 2.6632 -0.1463
```



A structure of composition C24H26BrCl2IrN4OS3, computed with ωB97M-V/def2-TZVPD.

Calculated values
- Electronic energy: -6017.51266 Ha
- ΔE to the lowest compared entry with this formula, charge and spin: 4.71 kcal/mol
- LUMO energy (spin up / spin down): -2.90 / -3.34 eV
- Gap between HOMO and LUMO (spin up / spin down): 5.9655 / 6.9087 eV
- Total charge: +1
- Spin multiplicity: 2
- Expectation value of S²: 0.774
- Strongest force on any atom: 0.00270 hartree/bohr

XYZ file:
```
62
C24H26BrCl2IrN4OS3, DFT ωB97M-V/def2-TZVPD
Ir -0.0421 0.4811 -0.3353
C -3.6080 -0.8955 1.8217
C -2.5952 -0.8196 0.7124
N -1.5198 -0.0732 0.9158
N -1.5345 0.5789 2.1526
C -1.0251 1.7608 2.1498
N -1.0553 2.4973 3.2967
S -0.1917 2.4668 0.7840
C -2.8747 -1.5075 -0.5048
C -4.2130 -1.7352 -0.9064
C -4.5374 -2.1352 -2.1657
C -3.5034 -2.3542 -3.1166
C -2.2238 -2.2056 -2.7250
N -1.8890 -1.8325 -1.4384
H -4.0945 0.0679 1.9793
H -3.0966 -1.1381 2.7515
H -4.3536 -1.6598 1.6330
H -1.7530 2.2331 3.9743
H -0.8645 3.4819 3.2223
H -5.0054 -1.5008 -0.2138
H -5.5737 -2.2589 -2.4451
H -3.7176 -2.6506 -4.1319
H -1.3886 -2.4110 -3.3753
Cl 1.6989 1.4556 -1.6661
C 0.7815 2.5154 -2.7590
C 1.5261 3.4126 -3.4993
C 0.8619 4.2330 -4.3932
C -0.5149 4.1281 -4.5259
C -1.2220 3.2165 -3.7641
Cl -2.9349 3.1105 -3.9705
C -0.5965 2.3716 -2.8339
S -1.5522 1.2356 -1.8984
H 2.5992 3.4658 -3.3770
H 1.4133 4.9501 -4.9843
H -1.0533 4.7565 -5.2212
Br 3.8918 -3.3189 -0.4872
C 2.1138 -2.7301 -0.7032
C 1.1178 -3.2161 0.1651
C -0.1832 -2.8379 -0.0080
C -0.5281 -1.9548 -1.0568
C 0.4734 -1.4385 -1.8817
C 1.8088 -1.8576 -1.7066
H 1.3829 -3.9164 0.9456
H -0.9660 -3.2466 0.6177
H 0.2007 -0.8627 -2.7564
H 2.5756 -1.4968 -2.3779
C 3.8277 1.7203 3.5322
C 3.3109 1.1169 2.2337
S 1.6742 0.4138 2.4294
O 1.4178 -0.2850 1.0779
C 1.9908 -0.9570 3.5450
C 3.1258 -1.8834 3.1514
H 4.7619 2.2465 3.3429
H 4.0261 0.9563 4.2834
H 3.1190 2.4383 3.9466
H 3.9597 0.3412 1.8253
H 3.1596 1.8820 1.4695
H 1.0261 -1.4682 3.5697
H 2.1313 -0.4985 4.5264
H 3.0771 -2.1384 2.0940
H 3.0585 -2.8095 3.7220
H 4.0995 -1.4402 3.3576
```



A cluster of 11 separate species, C8H38O11 in total, computed with ωB97M-V/def2-TZVPD.

Calculated values
- Electronic energy: -1155.18757 Ha
- SMILES string: CCO.CCO.CCO.CCO.O.O.O.O.O.O.O
- ΔE to the lowest compared entry with this formula, charge and spin: 10.10 kcal/mol
- LUMO energy: -0.10 eV
- Gap between HOMO and LUMO: 9.9965 eV
- Total charge: 0
- Strongest force on any atom: 0.03049 hartree/bohr

XYZ file:
```
57
C8H38O11, DFT ωB97M-V/def2-TZVPD
C 12.3518 -9.7313 10.3283
C 13.1320 -8.4267 10.0009
O 12.6397 -7.3373 10.7384
H 12.6557 -10.5905 9.7304
H 11.2847 -9.5346 10.2249
H 12.4589 -10.0327 11.3703
H 13.0551 -8.0595 8.9775
H 14.1735 -8.5665 10.2905
H 11.7947 -7.0581 10.3782
C 9.5372 -5.4533 13.3975
C 9.8768 -6.8137 13.9546
O 9.8300 -6.7931 15.3604
H 10.2681 -4.7382 13.7750
H 8.5444 -5.0632 13.6215
H 9.6265 -5.3312 12.3180
H 10.8662 -7.0927 13.5922
H 9.1371 -7.5188 13.5755
H 10.5639 -6.2941 15.7264
C 8.1247 -1.7083 10.1005
C 9.1211 -2.0693 9.0182
O 8.7310 -1.3627 7.8597
H 7.1199 -2.0375 9.8357
H 8.0576 -0.6204 10.0972
H 8.3014 -2.1830 11.0657
H 9.1130 -3.1533 8.9037
H 10.1580 -1.7647 9.1599
H 9.3717 -1.6099 7.1888
C 9.7927 -5.0341 6.4185
C 9.7683 -6.5026 6.0158
O 10.8849 -7.1737 6.5865
H 9.0090 -4.4958 5.8855
H 10.7413 -4.5641 6.1591
H 9.7439 -4.8604 7.4935
H 9.7731 -6.6649 4.9380
H 8.8385 -6.9412 6.3782
H 10.9851 -8.0450 6.1961
O 13.1934 -5.9007 7.5997
H 12.9851 -6.1612 8.4969
H 12.4585 -6.2248 7.0790
O 15.6041 -4.2450 9.8949
H 15.3752 -3.3157 9.9112
H 15.2045 -4.6045 10.6869
O 14.1829 -5.0806 12.3474
H 14.7834 -4.6542 12.9588
H 13.9514 -5.9055 12.7743
O 11.9258 -4.1306 10.1727
H 11.2826 -4.7981 9.9339
H 12.4217 -4.5216 10.8920
O 12.7063 -2.0109 11.7122
H 12.0917 -1.2784 11.7553
H 12.2891 -2.6400 11.1237
O 10.3591 -6.5390 9.3503
H 9.5069 -6.8141 9.6883
H 10.2628 -6.5751 8.3986
O 13.1674 -3.1305 7.1741
H 13.2291 -4.0304 7.4945
H 14.0264 -2.7507 7.3587
```



A structure of composition C2H8N3, computed with ωB97M-V/def2-TZVPD.

Calculated values
- Electronic energy: -244.95171 Ha
- ΔE to the lowest compared entry with this formula, charge and spin: 72.72 kcal/mol
- LUMO energy: -4.08 eV
- Gap between HOMO and LUMO: 10.2572 eV
- Total charge: +1
- Strongest force on any atom: 0.12495 hartree/bohr

XYZ file:
```
13
C2H8N3, DFT ωB97M-V/def2-TZVPD
C -0.2200 0.6399 1.0574
C 0.6916 -1.0669 -0.3643
N -1.1122 1.2939 1.6573
N 0.5288 -0.1463 -1.9881
N -0.4032 -0.4762 0.3201
H 0.8681 0.7446 1.3017
H 0.2818 -2.0137 -0.6679
H 1.7025 -1.0275 0.0864
H -0.8467 2.1992 2.2656
H -2.0506 1.3750 1.3796
H 0.2594 -1.0440 -2.4311
H 1.5016 0.0582 -2.3103
H -1.2011 -0.5362 -0.3062
```



A structure of composition C2H2NO3S2, computed with ωB97M-V/def2-TZVPD.

Calculated values
- Electronic energy: -1154.28302 Ha
- ΔE to the lowest compared entry with this formula, charge and spin: 35.11 kcal/mol
- LUMO energy: 3.64 eV
- Gap between HOMO and LUMO: 8.5621 eV
- Total charge: -1
- Strongest force on any atom: 0.06634 hartree/bohr

XYZ file:
```
10
C2H2NO3S2, DFT ωB97M-V/def2-TZVPD
C 1.2426 -1.4082 0.4903
C 1.5318 -0.0146 0.1858
N 1.1018 -2.5236 0.7999
O -3.0916 0.4411 -0.6356
O 2.6373 0.3090 -0.2237
O -1.5878 0.8255 1.2418
S -0.1932 0.2227 -1.3615
S -2.0199 -0.0924 0.1486
H -0.6638 1.5419 -1.3615
H 1.0427 0.6986 0.7159
```



A cluster of 2 separate species, C4H9P3 in total, computed with ωB97M-V/def2-TZVPD.

Calculated values
- Electronic energy: -1181.70413 Ha
- ΔE to the lowest compared entry with this formula, charge and spin: 68.47 kcal/mol
- LUMO energy (spin up / spin down): -1.07 / -0.97 eV
- Gap between HOMO and LUMO (spin up / spin down): 6.6292 / 6.6202 eV
- Total charge: 0
- Strongest force on any atom: 0.06117 hartree/bohr

XYZ file:
```
16
C4H9P3, DFT ωB97M-V/def2-TZVPD
C 1.1753 0.8880 -0.1245
C 2.2470 1.6368 -0.2342
C -4.2427 0.1188 -0.1867
C 2.7370 -1.6958 0.2122
P 0.9584 -0.8804 0.1288
P -2.3940 -0.0693 -0.2899
P -1.5841 -0.0958 1.5828
H 0.2797 1.3003 -0.5142
H 2.1819 2.6820 -0.4273
H 3.2572 1.3257 -0.2246
H -4.7910 -0.3652 -1.0972
H -4.4095 1.2749 -0.2122
H -4.7290 -0.4264 0.6380
H 2.7903 -2.3905 -0.5623
H 2.9678 -2.2878 1.1478
H 3.5557 -1.0151 0.1634
```



- What is the formula in the fourth record?
  C2H8N3



- What is the total charge in the second record?
  +1